Entry 1:
12
Properties=species:S:1:pos:R:3 method="wB97M-V/def2-TZVPD" molar_mass_g_mol=107.049 e_above_lowest_kj_mol=577.2
C 1.38 -0.94 0.59
C 0.10 -0.25 0.08
N -1.07 -0.84 0.06
O -1.97 -0.01 -0.51
O -1.40 -1.91 0.47
P -0.42 1.29 -0.59
H 1.58 -1.54 -0.23
H 1.98 -0.18 0.92
H 0.98 -1.52 1.40
H 0.75 2.34 -0.51
H -0.74 1.64 -1.98
H -1.17 1.92 0.29



Entry 2:
17
Properties=species:S:1:pos:R:3 method="wB97M-V/def2-TZVPD" smiles="C[N+](=O)[O-].ClCCl.ClCCl" molar_mass_g_mol=230.906 e_above_lowest_kj_mol=0.0
C 2.46 0.05 2.36
N 1.26 0.38 1.53
O 0.18 0.22 2.05
O 1.44 0.80 0.40
H 3.33 0.15 1.72
H 2.33 -0.96 2.74
H 2.48 0.78 3.16
C -2.98 1.74 -1.77
Cl -4.56 1.56 -0.99
Cl -1.66 1.18 -0.75
H -3.00 1.17 -2.69
H -2.83 2.80 -1.95
C 0.40 -1.85 -1.16
Cl -0.05 -2.76 0.30
Cl -0.35 -2.53 -2.62
H 0.05 -0.83 -1.04
H 1.47 -1.90 -1.28



Entry 3:
57
Properties=species:S:1:pos:R:3 method="wB97M-V/def2-TZVPD" molar_mass_g_mol=943.922 charge=+1 e_above_lowest_kj_mol=36.6 spin_multiplicity=2
Ru 0.12 -1.01 1.37
C -0.73 -4.05 0.91
C 0.48 -3.54 1.38
C 1.42 -3.02 0.48
C 1.13 -3.03 -0.89
C -0.05 -3.58 -1.35
C -0.99 -4.09 -0.45
H -1.46 -4.43 1.62
H 0.72 -3.58 2.44
H 2.40 -2.73 0.83
H 1.86 -2.65 -1.59
H -0.26 -3.61 -2.41
H -1.91 -4.51 -0.82
Te 1.98 -0.99 3.26
Te 0.43 -0.87 5.41
Te -0.59 1.54 4.81
Te -1.21 0.99 2.28
C -3.43 -1.71 1.26
N -3.44 -0.78 0.15
C -4.76 -0.25 -0.18
C -4.63 0.97 -1.07
C -3.76 0.61 -2.25
N -2.49 0.09 -1.79
C -1.38 0.19 -2.72
C -2.35 -0.59 -0.62
O -1.22 -1.05 -0.32
H -3.68 -1.21 2.20
H -2.45 -2.17 1.36
H -4.17 -2.50 1.09
H -5.26 0.01 0.75
H -5.35 -1.03 -0.67
H -4.19 1.79 -0.52
H -5.62 1.28 -1.41
H -3.55 1.50 -2.85
H -4.26 -0.11 -2.91
H -1.12 1.24 -2.88
H -1.66 -0.26 -3.67
H -0.52 -0.33 -2.32
C 3.47 4.42 0.20
C 4.42 3.24 0.04
C 4.71 2.56 1.37
C 3.93 2.24 -1.00
N 2.66 1.58 -0.63
C 2.46 0.53 0.15
N 1.16 0.38 0.30
N 0.58 1.38 -0.41
N 1.47 2.10 -0.96
H 3.90 5.15 0.88
H 2.52 4.10 0.63
H 3.27 4.91 -0.75
H 5.37 3.61 -0.37
H 3.80 2.21 1.86
H 5.18 3.27 2.06
H 5.40 1.72 1.26
H 4.66 1.44 -1.15
H 3.73 2.72 -1.96
H 3.24 -0.07 0.59



Entry 4:
109
Properties=species:S:1:pos:R:3 method="wB97M-V/def2-TZVPD" smiles="CC(=O)OCCCCCC[C@@]1(CCCCO)CCC(=O)O1.CCOCC.CCOCC.CCOCC.CCOCC" molar_mass_g_mol=596.887 e_above_lowest_kj_mol=0.0
C -2.54 -6.80 -2.31
C -1.84 -5.94 -3.34
O -2.43 -5.34 -4.21
O -0.47 -5.93 -3.26
C -0.02 -5.02 -2.25
C 1.45 -5.27 -2.01
C 2.07 -4.43 -0.88
C 1.46 -3.03 -0.75
C 2.35 -2.02 0.00
C 1.78 -1.52 1.33
C 0.51 -0.65 1.30
C 0.21 0.08 -0.01
C -0.77 -0.59 -0.98
C -2.25 -0.44 -0.64
C -3.14 -0.86 -1.82
O -3.90 -2.02 -1.54
C -0.66 -1.36 2.00
C -1.39 -0.26 2.73
C -0.16 0.53 3.22
O -0.02 1.13 4.27
O 0.79 0.44 2.27
H -3.25 -6.19 -1.78
H -3.07 -7.60 -2.82
H -1.82 -7.23 -1.62
H -0.22 -4.01 -2.60
H -0.60 -5.15 -1.33
H 1.97 -5.07 -2.94
H 1.58 -6.32 -1.77
H 3.13 -4.32 -1.08
H 1.94 -4.96 0.06
H 1.24 -2.63 -1.73
H 0.52 -3.12 -0.20
H 3.32 -2.46 0.20
H 2.56 -1.17 -0.65
H 2.55 -0.92 1.80
H 1.64 -2.39 1.96
H -0.21 1.04 0.24
H 1.14 0.27 -0.53
H -0.56 -1.64 -1.14
H -0.63 -0.11 -1.95
H -2.52 -1.14 0.15
H -2.49 0.56 -0.29
H -3.77 -0.03 -2.15
H -2.51 -1.11 -2.67
H -4.78 -1.77 -1.27
H -1.24 -2.06 1.41
H -0.22 -1.97 2.78
H -1.98 0.42 2.13
H -1.91 -0.58 3.63
C -5.59 3.30 -5.58
C -4.10 3.36 -5.29
O -3.59 2.22 -4.63
C -3.73 0.99 -5.33
C -3.00 0.96 -6.67
H -6.14 3.09 -4.67
H -5.93 4.25 -5.99
H -5.83 2.53 -6.31
H -3.89 4.20 -4.62
H -3.54 3.55 -6.22
H -4.79 0.74 -5.46
H -3.30 0.24 -4.67
H -3.44 1.65 -7.39
H -3.06 -0.05 -7.09
H -1.95 1.23 -6.54
C 0.00 4.27 5.14
C -1.47 4.48 4.82
O -2.04 5.63 5.43
C -1.46 6.86 5.08
C -1.54 7.19 3.60
H 0.15 4.26 6.22
H 0.33 3.32 4.73
H 0.62 5.06 4.72
H -2.05 3.64 5.19
H -1.62 4.51 3.73
H -0.42 6.91 5.42
H -2.01 7.61 5.65
H -0.94 6.51 2.99
H -1.17 8.20 3.42
H -2.57 7.13 3.25
C 0.95 5.03 9.27
C 2.40 5.21 9.67
O 2.95 4.13 10.39
C 2.96 2.88 9.71
C 3.77 2.89 8.43
H 0.34 4.79 10.14
H 0.56 5.94 8.81
H 0.83 4.22 8.55
H 2.49 6.07 10.34
H 3.02 5.43 8.79
H 1.93 2.55 9.52
H 3.39 2.18 10.42
H 3.33 3.53 7.67
H 3.82 1.88 8.02
H 4.78 3.24 8.62
C 2.41 -2.79 -6.54
C 3.88 -2.58 -6.21
O 4.47 -3.68 -5.54
C 4.48 -4.91 -6.25
C 5.24 -4.85 -7.56
H 1.85 -3.06 -5.64
H 1.98 -1.87 -6.95
H 2.26 -3.58 -7.27
H 3.98 -1.74 -5.52
H 4.44 -2.33 -7.11
H 3.45 -5.26 -6.41
H 4.95 -5.63 -5.58
H 4.76 -4.20 -8.29
H 5.30 -5.85 -8.00
H 6.25 -4.48 -7.40